# 1
DFT (ωB97M-V/def2-TZVPD) results for a structure of composition C48H43BCuN7P.

```
101
Properties=species:S:1:pos:R:3:forces:R:3
Cu -0.0628 -1.0203 -0.5584 0.212 0.120 0.275
C -1.7783 -2.3557 -5.3779 0.010 -0.004 0.019
C -1.1609 -2.6676 -4.0548 0.001 0.006 -0.012
C -0.7164 -3.8773 -3.5610 0.016 -0.049 -0.021
C -0.2245 -3.6015 -2.2733 0.025 -0.123 0.038
N -0.3731 -2.3098 -2.0216 -0.139 0.092 -0.260
N -0.9438 -1.7334 -3.1097 0.010 0.029 0.077
B -1.2421 -0.2092 -3.1387 -0.031 0.015 0.036
N -2.2427 0.1133 -1.9868 0.066 -0.100 0.075
N -2.1113 -0.5072 -0.7822 0.035 0.233 -0.156
C -3.1388 -0.1310 -0.0264 0.017 -0.056 0.031
C -3.9355 0.7784 -0.7447 -0.100 -0.012 0.030
C -3.3403 0.8961 -1.9847 0.058 0.012 -0.002
C -3.7699 1.7111 -3.1602 0.010 -0.006 0.010
C -3.4109 -0.7454 1.2904 0.026 0.056 -0.073
C -2.6229 -1.7820 1.7895 -0.072 0.022 0.005
C -2.9590 -2.4150 2.9755 0.008 0.004 0.008
C -4.0802 -2.0160 3.6905 -0.011 -0.009 -0.009
C -4.8600 -0.9730 3.2115 -0.007 -0.007 -0.022
C -4.5288 -0.3469 2.0191 -0.034 0.051 0.047
N 0.0933 0.5539 -2.9499 0.095 -0.116 -0.027
N 0.9660 0.1301 -2.0024 -0.411 0.138 0.062
C 2.0340 0.9095 -2.0699 0.195 -0.038 -0.009
C 1.8641 1.8558 -3.0931 0.018 0.067 -0.003
C 0.6183 1.5950 -3.6279 -0.013 -0.021 0.008
C -0.0867 2.2773 -4.7531 -0.001 0.000 0.001
C 3.2074 0.6659 -1.2136 -0.006 -0.006 -0.029
C 4.0521 1.7138 -0.8575 0.138 0.011 -0.048
C 5.1814 1.4788 -0.0856 0.007 -0.044 -0.023
C 5.4822 0.1902 0.3342 0.029 -0.024 -0.127
C 4.6414 -0.8599 -0.0135 0.121 0.002 -0.121
C 3.5103 -0.6236 -0.7795 0.060 0.004 -0.075
C 0.3778 -4.5233 -1.2887 -0.013 0.016 -0.024
C 0.8654 -4.0772 -0.0600 0.005 0.017 -0.010
C 1.4265 -4.9642 0.8449 -0.002 -0.023 -0.019
C 1.5135 -6.3149 0.5395 -0.003 -0.013 -0.007
C 1.0346 -6.7700 -0.6808 -0.004 0.004 -0.014
C 0.4731 -5.8816 -1.5852 0.001 -0.030 0.003
H -1.8539 -3.2671 -5.9676 0.001 -0.006 0.001
H -1.1804 -1.6333 -5.9355 -0.009 -0.018 0.022
H -2.7792 -1.9377 -5.2603 0.024 -0.010 0.005
H -0.7446 -4.8232 -4.0752 0.004 0.033 0.024
H -1.7313 0.0902 -4.1903 0.018 0.010 0.058
H -4.8467 1.2605 -0.4282 0.047 -0.050 -0.030
H -4.7635 2.1183 -2.9788 0.023 -0.006 0.002
H -3.8000 1.1137 -4.0720 -0.005 0.011 0.032
H -3.0897 2.5474 -3.3362 -0.007 -0.023 0.011
H -1.7396 -2.0916 1.2535 0.059 -0.039 -0.060
H -2.3383 -3.2242 3.3428 -0.018 0.031 -0.015
H -4.3427 -2.5128 4.6170 0.004 0.010 -0.027
H -5.7337 -0.6479 3.7638 0.025 -0.007 -0.015
H -5.1537 0.4582 1.6499 0.040 -0.035 0.031
H 2.5570 2.6157 -3.4177 -0.009 -0.057 0.028
H 0.5426 3.0754 -5.1453 -0.016 -0.024 0.013
H -1.0311 2.7183 -4.4274 0.035 -0.022 -0.004
H -0.3094 1.5830 -5.5655 0.005 0.025 0.030
H 3.8130 2.7236 -1.1741 0.059 -0.145 -0.025
H 5.8257 2.3050 0.1906 -0.010 -0.023 -0.006
H 6.3677 0.0049 0.9305 -0.019 0.010 -0.026
H 4.8680 -1.8691 0.3093 -0.005 0.016 -0.002
H 2.8653 -1.4455 -1.0618 -0.025 -0.005 -0.006
H 0.8236 -3.0298 0.2155 0.007 -0.008 0.022
H 1.7974 -4.5924 1.7917 -0.006 0.003 -0.008
H 1.9517 -7.0073 1.2469 -0.006 0.006 -0.011
H 1.0968 -7.8218 -0.9312 -0.001 0.023 0.004
H 0.1017 -6.2521 -2.5321 0.003 0.009 0.014
N 0.5330 -0.3884 1.0532 -0.045 -0.141 -0.043
P 0.5665 1.0065 1.7173 0.044 0.064 0.034
C -0.8432 1.4506 2.7953 -0.068 -0.045 0.043
C -1.5150 2.6695 2.7836 -0.011 -0.009 0.041
C -2.5542 2.9095 3.6786 0.022 -0.009 -0.019
C -2.9183 1.9383 4.5985 -0.001 0.009 -0.020
C -2.2497 0.7194 4.6212 0.026 0.021 0.003
C -1.2247 0.4774 3.7222 -0.009 0.012 -0.023
C 0.7080 2.4404 0.5990 -0.074 0.122 0.055
C 1.8267 3.2679 0.5779 -0.136 0.076 0.087
C 1.8787 4.3589 -0.2836 -0.090 0.015 0.014
C 0.8089 4.6364 -1.1213 0.036 0.000 0.009
C -0.3104 3.8117 -1.1091 -0.033 -0.046 -0.024
C -0.3572 2.7168 -0.2609 0.027 0.054 -0.041
C 1.9755 1.1885 2.8527 0.116 -0.062 0.021
C 1.9620 2.0616 3.9393 0.032 0.029 0.000
C 3.0875 2.1968 4.7411 -0.035 0.006 -0.005
C 4.2318 1.4584 4.4638 0.012 -0.025 -0.029
C 4.2491 0.5843 3.3844 -0.054 0.030 0.064
C 3.1246 0.4497 2.5812 -0.134 -0.030 0.067
H -1.2304 3.4430 2.0819 0.008 -0.003 0.000
H -3.0744 3.8606 3.6564 0.029 -0.045 0.000
H -3.7269 2.1266 5.2951 0.024 -0.004 -0.016
H -2.5371 -0.0459 5.3320 0.019 0.038 -0.029
H -0.7124 -0.4787 3.7237 -0.007 0.026 -0.002
H 2.6610 3.0651 1.2395 -0.053 0.017 -0.022
H 2.7545 4.9977 -0.2909 -0.019 -0.009 0.004
H 0.8451 5.4942 -1.7837 -0.004 -0.041 0.031
H -1.1527 4.0296 -1.7570 0.030 -0.025 0.013
H -1.2392 2.0858 -0.2438 -0.042 -0.048 -0.032
H 1.0709 2.6368 4.1634 0.010 -0.015 -0.008
H 3.0692 2.8751 5.5870 0.003 -0.037 -0.050
H 5.1086 1.5625 5.0928 -0.035 -0.005 -0.022
H 5.1389 0.0062 3.1636 -0.041 0.028 0.034
H 3.1203 -0.2345 1.7397 -0.079 0.118 0.166
```
Forces are in eV/Å.

Computed properties:
HOMO level (alpha / beta), eV: -7.76 / -7.59
Largest force on an atom, hartree/bohr: 0.009
2S+1: 2
Orbital gap (alpha / beta), eV: 8.343 / 7.413
M, g mol⁻¹: 823.25
Electronic energy, Eh: -4245.0526
Expectation value of S²: 0.75
Total charge: 0
LUMO (alpha / beta), hartree: 0.021 / -0.006

---

# 2
DFT (ωB97M-V/def2-TZVPD) results for a cluster of 2 separate species, C3H8N5 in total.

```
16
Properties=species:S:1:pos:R:3:forces:R:3
C -0.4374 -1.3480 -0.6979 -0.752 -1.943 -1.046
C -1.7042 -0.0282 0.7177 -3.542 -0.114 1.161
C -1.4032 1.1503 -0.1839 3.722 0.325 2.605
N -1.1980 -1.2920 0.3058 -0.630 0.167 0.759
N 2.8888 -0.4420 0.4650 2.461 0.866 0.840
N 2.4280 0.6644 0.4204 -1.135 0.946 -0.374
N 0.2688 -0.2528 -1.1326 0.280 3.084 0.763
N -0.0379 0.9283 -0.7162 1.141 -3.868 -1.606
H -0.1748 -2.3510 -1.1455 -0.076 1.435 0.432
H -1.6010 0.1374 1.8517 0.107 -0.282 -1.816
H -2.9047 -0.0811 0.5255 2.569 -0.327 0.876
H -1.9483 1.2333 -1.0162 -2.579 -0.061 -3.077
H -1.4354 2.0814 0.3456 0.067 0.520 0.259
H 3.8646 -0.4878 0.7923 0.133 -0.755 0.131
H 2.5184 -1.3398 0.1894 -1.045 -0.710 -0.517
H 0.8763 1.4275 -0.7212 -0.720 0.715 0.611
```
Forces are in eV/Å.

Computed properties:
HOMO level (alpha / beta), eV: -12.38 / -12.38
ΔE to the lowest compared entry with this formula, charge and spin, kcal/mol: 137.9
Largest force on an atom, hartree/bohr: 0.089
2S+1: 1
Orbital gap (alpha / beta), eV: 5.749 / 5.749
M, g mol⁻¹: 114.13
Electronic energy, Eh: -392.4277
Total charge: +1
LUMO (alpha / beta), hartree: -0.244 / -0.244

---

# 3
DFT (ωB97M-V/def2-TZVPD) results for a cluster of 4 separate species, C24H52O9P in total.

```
86
Properties=species:S:1:pos:R:3:forces:R:3
C 3.2553 0.2095 -4.5662 -0.768 -0.769 0.622
C 1.7255 0.8142 -4.7413 -0.561 6.355 -1.426
O 1.6154 2.1395 -4.9817 0.515 -8.572 1.552
O 0.4842 0.0162 -4.7053 2.388 1.410 1.268
C 0.0538 -0.1540 -3.2975 0.828 0.620 1.703
C 0.9455 -1.3470 -2.6108 0.059 -0.451 -0.464
C 0.0733 -2.3937 -1.6715 0.297 0.108 -1.037
C -0.7953 -1.6150 -0.5200 -0.860 -1.016 0.392
C -0.1581 -1.6649 0.9888 -0.602 0.967 -0.003
C 1.4793 -1.6764 1.0563 -0.416 0.057 1.344
C 1.9339 -0.4935 2.1472 1.034 -0.744 -1.125
C 1.7042 -0.9267 3.7113 0.557 0.699 -0.159
P 1.4616 0.7176 4.7245 -0.330 -0.512 -0.206
C 3.0619 1.7454 4.8987 1.310 0.697 0.988
C 2.8823 3.3586 4.6572 -0.460 0.483 0.331
C 2.5971 3.8010 3.1047 1.058 0.769 -0.207
C 3.4925 3.0117 1.9798 -0.398 0.041 -0.885
O 2.7463 3.1520 0.6853 0.136 -2.192 1.205
C -0.0241 1.7725 4.0521 -1.082 1.026 0.036
C -1.4534 0.9873 4.3043 -0.963 -5.320 -1.322
O -1.6357 -0.2575 3.8459 1.471 8.157 2.784
O -2.5084 1.6585 5.0858 1.427 -1.603 -3.719
C -3.7456 1.5045 4.3029 -6.317 -3.582 1.809
C -3.7693 2.1538 2.7821 -0.206 -0.033 0.832
O -4.7738 0.8211 4.8368 7.443 5.320 -3.514
H 3.2306 -0.9746 -4.4826 0.036 2.637 -0.275
H 3.9369 0.5375 -5.4605 -1.590 -0.477 1.752
H 3.6940 0.6383 -3.5448 -1.038 -0.805 -2.332
H -1.1017 -0.3071 -3.1649 2.294 0.049 -0.961
H 0.3079 0.8738 -2.7470 -0.708 -2.131 -1.075
H 1.4284 -1.9621 -3.5125 -1.123 1.293 2.028
H 1.8344 -0.8271 -2.0422 -1.664 -1.121 -0.921
H 0.8068 -3.2305 -1.2397 -1.589 1.986 -0.641
H -0.6402 -2.9800 -2.4257 1.398 1.481 1.803
H -1.0532 -0.4973 -0.7599 0.731 -2.140 0.076
H -1.8449 -2.1808 -0.4584 2.221 1.344 -0.100
H -0.6822 -2.5332 1.5947 1.453 1.633 -1.218
H -0.5046 -0.6579 1.5284 0.597 -2.201 -1.058
H 1.7979 -2.7538 1.4529 -0.275 2.468 -0.992
H 2.0236 -1.4003 0.0577 -1.274 -0.763 1.853
H 3.0926 -0.2866 1.9548 -2.419 -0.437 0.699
H 1.3770 0.4823 1.8177 0.824 -1.788 0.858
H 0.7753 -1.6104 3.9100 1.747 1.395 -0.475
H 2.7062 -1.3951 4.1484 -2.272 0.869 -0.864
H 1.0521 0.3147 6.0753 0.339 0.521 -1.227
H 3.4156 1.6203 6.0321 -0.949 0.054 -2.412
H 3.9448 1.3043 4.2511 -2.089 0.747 1.136
H 1.9838 3.7459 5.3372 1.930 -0.835 -1.424
H 3.8455 3.9113 5.0935 -2.034 -1.426 -1.120
H 1.4791 3.7385 2.7643 2.129 -0.057 0.817
H 2.8989 4.9522 3.0194 -0.805 -2.516 0.199
H 4.5535 3.4956 1.7778 -2.238 -1.039 0.766
H 3.5973 1.8550 2.1514 -0.002 2.332 0.098
H 2.3818 2.2308 0.4704 0.828 2.104 0.342
H -0.0670 2.8478 4.5644 0.224 -2.504 -0.874
H 0.1231 1.9942 2.8924 -0.440 -0.830 2.473
H -3.2366 1.3700 2.0763 -1.158 1.718 1.389
H -3.2514 3.2116 2.7560 -0.774 -2.300 0.176
H -4.8943 2.3308 2.4753 2.388 -0.725 0.725
C -4.7041 -3.6080 -3.7617 -0.216 -0.005 0.121
C -3.4882 -2.7182 -3.9169 -0.232 -0.258 -0.238
O -2.3040 -3.4754 -3.7156 0.336 -0.297 -0.166
H -4.7244 -4.0614 -2.7653 0.002 0.139 -0.098
H -5.6258 -3.0382 -3.9093 0.045 -0.116 -0.017
H -4.6777 -4.4296 -4.4849 -0.055 0.147 -0.027
H -3.5074 -1.9114 -3.1781 0.185 -0.123 -0.041
H -3.4539 -2.2712 -4.9151 -0.137 0.144 0.055
H -2.2924 -4.1840 -4.3818 0.027 0.359 0.361
C 3.1805 2.2825 -8.2370 0.280 0.034 0.043
C 1.9050 2.2940 -9.0538 0.048 -0.056 0.342
O 1.1981 1.0768 -8.8668 -0.232 -0.277 0.204
H 3.8169 1.4409 -8.5292 -0.070 0.128 -0.114
H 3.7396 3.2124 -8.3737 0.004 -0.076 0.082
H 2.9575 2.1584 -7.1722 -0.047 0.201 -0.076
H 2.1334 2.3962 -10.1189 -0.163 -0.161 0.126
H 1.2574 3.1252 -8.7585 0.128 0.156 -0.076
H 0.9928 0.9998 -7.9193 0.053 0.084 -0.494
C -4.2900 -2.0339 4.3311 -0.176 0.043 -0.056
C -4.2268 -3.1961 5.3004 0.073 0.311 -0.149
O -3.0562 -3.9637 5.0619 0.568 -0.157 0.038
H -4.2930 -2.3948 3.2974 -0.071 -0.072 0.112
H -5.1893 -1.4346 4.4988 0.164 -0.077 -0.054
H -3.4114 -1.3898 4.4410 -0.352 -0.184 0.107
H -5.0953 -3.8491 5.1723 0.278 -0.068 0.048
H -4.2104 -2.8430 6.3360 -0.218 0.061 0.013
H -2.2906 -3.3769 5.1865 -0.483 -0.330 -0.065
```
Forces are in eV/Å.

Computed properties:
HOMO level, eV: -11.16
Largest force on an atom, hartree/bohr: 0.191
2S+1: 1
Orbital gap, eV: 7.209
M, g mol⁻¹: 515.65
Electronic energy, Eh: -1963.4818
Total charge: +1
LUMO, hartree: -0.145

---

# 4
DFT (ωB97M-V/def2-TZVPD) results for an isolated molecule of C5H5ClN2O.

```
14
Properties=species:S:1:pos:R:3:forces:R:3
Cl -1.1137 -2.1998 0.0953 0.152 -0.352 0.401
C -0.7720 -0.4889 0.0923 3.328 0.059 -0.583
C 0.7442 -0.1119 0.0810 -2.121 0.192 -0.331
N 1.2734 1.0848 0.2873 -2.971 -1.658 -0.129
N 2.5637 0.9144 0.1172 3.485 -0.328 -0.310
C 2.8154 -0.3144 -0.2075 -0.519 -0.569 1.129
O 1.6392 -1.0366 -0.2644 0.342 0.654 0.442
C -1.6391 0.4968 0.7269 -3.145 -2.640 0.369
C -1.5823 0.3561 -0.7845 -1.335 0.861 0.590
H 3.6952 -0.9408 -0.0134 -0.178 0.783 -0.838
H -1.3634 1.3049 1.3427 0.615 0.642 0.501
H -2.5609 -0.1857 1.0381 1.672 2.290 -0.069
H -2.5835 0.1029 -1.0576 -0.033 -0.910 -0.808
H -1.1163 1.0182 -1.4534 0.709 0.976 -0.365
```
Forces are in eV/Å.

Computed properties:
HOMO level, eV: -10.02
ΔE to the lowest compared entry with this formula, charge and spin, kcal/mol: 38.2
Largest force on an atom, hartree/bohr: 0.080
2S+1: 1
Orbital gap, eV: 10.862
M, g mol⁻¹: 144.56
Electronic energy, Eh: -838.3769
Total charge: 0
LUMO, hartree: 0.031
Structure (SMILES): ClC1(c2nnco2)CC1

---

Which value of electronic energy does entry 3 give? -1963.4818 Eh

---

Which formula does entry 3 have? C24H52O9P